{"formula": "C41H88Cl2N2O26", "method": "ωB97M-V/def2-TZVPD", "symbols": ["C", "C", "C", "O", "C", "N", "H", "H", "H", "H", "H", "H", "H", "H", "H", "H", "H", "C", "C", "C", "O", "C", "N", "H", "H", "H", "H", "H", "H", "H", "H", "H", "H", "H", "C", "C", "O", "C", "O", "O", "C", "H", "H", "H", "H", "H", "H", "H", "H", "C", "C", "O", "C", "O", "O", "C", "H", "H", "H", "H", "H", "H", "H", "H", "C", "C", "O", "C", "O", "O", "C", "H", "H", "H", "H", "H", "H", "H", "H", "C", "C", "O", "C", "O", "O", "C", "H", "H", "H", "H", "H", "H", "H", "H", "C", "C", "O", "C", "O", "O", "C", "H", "H", "H", "H", "H", "H", "H", "H", "C", "C", "O", "C", "O", "O", "C", "H", "H", "H", "H", "H", "H", "H", "H", "C", "C", "O", "C", "O", "O", "C", "H", "H", "H", "H", "H", "H", "H", "H", "C", "C", "O", "C", "O", "O", "C", "H", "H", "H", "H", "H", "H", "H", "H", "C", "Cl", "Cl", "H", "H"], "coordinates": [[1.493, 4.722, -8.449], [2.270, 4.854, -7.139], [3.249, 3.677, -6.989], [2.591, 2.445, -6.837], [2.432, 2.086, -5.482], [2.965, 6.137, -7.144], [0.547, 5.256, -8.401], [1.243, 3.676, -8.645], [2.125, 5.053, -9.276], [1.538, 4.853, -6.326], [3.885, 3.912, -6.126], [3.887, 3.689, -7.879], [1.957, 1.099, -5.479], [1.668, 2.730, -5.024], [3.340, 2.022, -4.879], [3.560, 6.181, -7.970], [3.616, 6.263, -6.374], [-2.361, 4.913, 0.395], [-3.811, 5.365, 0.426], [-4.637, 4.803, -0.726], [-4.136, 5.272, -1.936], [-4.993, 5.007, -3.025], [-4.453, 5.033, 1.711], [-1.821, 5.447, -0.387], [-2.288, 3.851, 0.145], [-1.853, 5.080, 1.344], [-3.826, 6.447, 0.202], [-5.689, 5.082, -0.561], [-4.617, 3.703, -0.690], [-5.122, 3.934, -3.207], [-4.579, 5.470, -3.919], [-5.970, 5.475, -2.850], [-5.310, 5.577, 1.786], [-3.846, 5.464, 2.408], [0.960, -2.358, -5.369], [1.262, -2.624, -3.921], [2.106, -1.602, -3.408], [3.417, -1.603, -3.674], [4.066, -2.540, -4.056], [3.846, -0.369, -3.404], [5.178, -0.046, -3.773], [0.113, -2.943, -5.735], [1.780, -2.568, -6.056], [0.662, -1.314, -5.487], [1.643, -3.629, -3.735], [0.351, -2.520, -3.332], [5.280, 0.038, -4.855], [5.884, -0.815, -3.456], [5.418, 0.887, -3.274], [-1.989, -6.542, 6.935], [-1.060, -7.555, 6.319], [-1.280, -7.712, 4.909], [-0.801, -6.772, 4.100], [-0.242, -5.771, 4.472], [-1.021, -7.135, 2.847], [-0.801, -6.092, 1.873], [-1.974, -5.605, 6.382], [-1.600, -6.297, 7.927], [-3.012, -6.900, 7.029], [-1.172, -8.546, 6.757], [-0.010, -7.306, 6.492], [0.233, -6.164, 1.544], [-1.060, -5.124, 2.290], [-1.466, -6.315, 1.042], [0.193, -2.098, 0.450], [-0.948, -1.337, -0.214], [-0.970, 0.023, 0.208], [-0.158, 0.928, -0.348], [-0.103, 2.050, 0.074], [0.475, 0.474, -1.426], [1.173, 1.459, -2.199], [0.346, -3.086, 0.020], [-0.022, -2.238, 1.514], [1.096, -1.487, 0.421], [-1.894, -1.772, 0.111], [-0.937, -1.461, -1.295], [1.725, 0.899, -2.945], [1.848, 2.038, -1.569], [0.528, 2.179, -2.697], [1.062, 1.935, 3.305], [-0.403, 1.648, 3.494], [-0.653, 0.695, 4.550], [-0.774, 1.173, 5.781], [-0.594, 2.312, 6.125], [-1.101, 0.167, 6.573], [-1.440, 0.435, 7.920], [1.125, 2.665, 2.500], [1.666, 1.043, 3.149], [1.488, 2.443, 4.175], [-0.778, 1.098, 2.631], [-0.982, 2.557, 3.636], [-2.359, 1.024, 7.926], [-0.693, 1.060, 8.420], [-1.493, -0.492, 8.477], [1.436, 5.076, 0.773], [2.459, 4.036, 0.347], [3.717, 4.306, 0.986], [4.698, 3.422, 0.880], [5.802, 3.607, 1.312], [4.311, 2.310, 0.231], [5.287, 1.281, 0.172], [1.051, 4.809, 1.760], [0.579, 4.972, 0.111], [1.897, 6.060, 0.772], [2.565, 4.016, -0.739], [2.122, 3.058, 0.681], [6.187, 1.594, -0.357], [4.851, 0.436, -0.358], [5.565, 0.967, 1.178], [3.308, -7.840, 3.157], [3.085, -6.354, 2.986], [3.031, -6.033, 1.596], [3.250, -4.770, 1.259], [3.500, -3.856, 2.001], [3.132, -4.671, -0.061], [3.538, -3.413, -0.619], [4.349, -8.094, 2.964], [2.658, -8.416, 2.500], [3.044, -8.086, 4.185], [3.837, -5.767, 3.516], [2.160, -6.053, 3.489], [2.773, -2.655, -0.472], [3.608, -3.619, -1.684], [4.481, -3.107, -0.175], [-2.813, -1.677, 3.243], [-2.210, -2.226, 4.507], [-3.204, -2.222, 5.532], [-2.810, -2.663, 6.718], [-1.671, -2.830, 7.052], [-3.894, -2.869, 7.463], [-3.657, -3.197, 8.820], [-2.055, -1.626, 2.462], [-3.111, -0.634, 3.402], [-3.720, -2.203, 2.944], [-1.367, -1.589, 4.763], [-1.860, -3.253, 4.376], [-2.718, -2.803, 9.206], [-3.678, -4.280, 8.942], [-4.454, -2.760, 9.420], [-3.530, -0.829, -5.937], [-2.325, -0.619, -5.033], [-2.653, -0.805, -3.662], [-2.983, 0.280, -2.965], [-3.067, 1.403, -3.388], [-3.205, -0.100, -1.712], [-3.555, 0.934, -0.810], [-3.227, -0.753, -6.980], [-4.284, -0.055, -5.757], [-4.031, -1.777, -5.745], [-1.806, 0.318, -5.225], [-1.634, -1.414, -5.317], [-4.549, 1.314, -1.064], [-2.868, 1.778, -0.884], [-3.555, 0.580, 0.215], [-1.273, 4.429, -3.081], [0.405, 4.820, -2.714], [-1.605, 4.152, -4.784], [-1.617, 3.612, -2.454], [-1.886, 5.277, -2.794]], "forces_ev_per_angstrom": [[0.00, -0.45, 0.21], [-0.09, -0.15, -0.32], [-0.29, 1.07, 0.25], [0.80, -0.28, 0.08], [-1.54, -0.46, -0.14], [0.40, 0.20, -0.26], [0.16, 0.32, -0.22], [0.06, -0.02, 0.13], [-0.21, 0.18, -0.07], [0.19, -0.07, 0.19], [0.11, -0.28, 0.02], [-0.02, -0.40, -0.04], [0.26, -0.06, -0.06], [0.42, 0.21, 0.29], [0.20, 0.30, -0.21], [-0.22, 0.08, -0.03], [-0.30, -0.19, 0.24], [-0.09, -0.34, -0.36], [-0.23, 0.60, -0.58], [-0.15, -0.83, 0.97], [0.21, 0.27, -0.45], [-0.31, 0.24, -0.09], [0.43, 0.59, -0.21], [0.03, 0.09, 0.06], [0.03, -0.07, 0.23], [-0.02, 0.06, 0.02], [0.09, 0.00, 0.41], [0.02, 0.19, -0.23], [0.05, -0.01, -0.06], [0.05, 0.00, 0.09], [0.21, -0.07, 0.05], [-0.02, -0.18, 0.01], [-0.08, -0.23, -0.06], [-0.14, -0.35, 0.18], [-0.33, 0.11, -0.74], [-0.43, -0.45, 0.05], [0.28, 0.45, 0.36], [-0.37, -0.32, -0.09], [-0.01, 0.30, -0.07], [-0.13, 0.05, 0.05], [0.73, -0.40, -0.05], [0.04, -0.18, 0.25], [0.21, 0.05, 0.24], [0.14, 0.02, 0.00], [0.34, 0.13, -0.05], [0.01, 0.03, 0.02], [-0.18, 0.16, 0.00], [-0.14, -0.03, 0.14], [-0.07, 0.09, -0.08], [0.17, 0.30, 0.36], [0.54, 0.01, 0.06], [-0.24, -0.61, -0.23], [0.26, -0.03, 0.85], [0.04, 0.21, -0.22], [-0.42, 0.26, -0.36], [-0.03, -0.56, -0.02], [0.02, -0.03, -0.11], [-0.18, -0.06, 0.05], [0.00, -0.08, -0.07], [-0.34, -0.05, -0.22], [-0.10, 0.34, -0.17], [0.04, 0.36, -0.01], [0.24, 0.09, 0.04], [0.02, -0.09, 0.00], [-0.20, 0.54, 0.58], [0.04, -1.28, -0.03], [0.23, 0.10, 0.13], [-0.48, -0.06, -0.30], [0.07, 0.31, 0.10], [-0.19, -0.07, -0.12], [0.54, 0.20, -0.10], [0.10, 0.06, -0.20], [-0.01, -0.02, -0.05], [0.17, -0.26, -0.25], [-0.08, 0.29, 0.05], [0.16, 0.44, -0.05], [0.07, -0.07, 0.07], [0.07, -0.18, 0.06], [-0.44, -0.27, 0.17], [0.14, 0.73, 0.73], [0.05, -0.76, -0.39], [-0.11, 0.06, -0.01], [0.32, 0.38, 0.22], [-0.16, 0.22, 0.01], [-0.03, -1.05, -0.07], [0.26, 1.30, 0.41], [0.25, -0.32, -0.30], [-0.13, -0.05, -0.39], [-0.18, -0.08, 0.08], [-0.09, 0.31, -0.14], [-0.04, -0.02, 0.20], [-0.18, -0.33, 0.23], [0.12, -0.06, -0.28], [-0.27, -0.26, -0.36], [0.29, -0.78, 0.18], [-0.67, -0.29, 0.27], [0.04, 0.38, -0.07], [0.29, -0.01, 0.00], [-0.12, -0.04, 0.03], [-0.23, -0.06, -0.20], [0.47, -0.42, 0.09], [0.23, 0.35, 0.16], [0.09, 0.38, -0.17], [-0.34, 0.16, -0.06], [0.26, 0.08, 0.03], [-0.03, -0.07, -0.27], [-0.06, 0.19, 0.06], [-0.24, 0.12, 0.00], [0.02, 0.04, -0.03], [-0.05, 0.30, -0.04], [-0.32, 0.16, 1.08], [0.03, -0.26, -0.09], [-0.11, 0.33, 0.17], [0.09, -0.04, 0.11], [0.00, -0.04, -0.26], [-0.29, -0.33, -0.22], [-0.03, -0.18, -0.01], [0.01, 0.00, -0.05], [0.18, -0.14, 0.02], [0.29, -0.04, -0.42], [-0.23, -0.02, -0.42], [0.03, 0.05, 0.22], [0.30, 0.12, 0.01], [0.04, 0.12, -0.14], [-0.51, 0.72, 0.23], [0.61, -0.04, -0.51], [-0.53, 0.00, -0.09], [0.24, 0.24, -0.33], [0.23, -0.27, 0.29], [-0.22, 0.32, 0.06], [-0.09, -0.19, 0.75], [-0.08, -0.34, -0.12], [0.02, -0.08, 0.11], [0.21, -0.22, -0.24], [0.00, -0.19, 0.40], [0.07, 0.02, 0.04], [0.12, -0.07, -0.32], [0.10, 0.02, 0.01], [-0.15, -0.04, -0.23], [-0.51, 0.91, 0.40], [0.00, -0.75, -1.25], [0.25, -0.14, 0.18], [-0.09, 0.05, 0.00], [0.06, 0.13, -0.03], [0.17, -0.48, 0.21], [-0.57, 1.12, -0.06], [0.01, -0.14, -0.02], [0.12, 0.02, -0.08], [0.27, -0.18, -0.06], [-0.27, 0.23, 0.27], [0.16, 0.00, 0.58], [0.03, -0.08, 0.06], [0.11, -0.11, -0.02], [0.11, -0.43, -0.14], [-0.87, 0.60, 0.52], [0.20, 0.03, -0.19], [0.24, -0.27, -0.13], [0.27, -0.39, -0.33], [0.17, 0.11, -0.01]], "smiles": "COC[C@H](C)N.COC[C@H](C)N.CCOC(=O)OC.CCOC(=O)OC.CCOC(=O)OC.CCOC(=O)OC.CCOC(=O)OC.CCOC(=O)OC.CCOC(=O)OC.CCOC(=O)OC.ClCCl", "total_energy_ha": -4601.1961, "charge": 0, "e_lumo_ev": 0.4, "e_homo_ev": -9.1}